[1]
This record from OMol25 describes C34H23BiBrCl2N5O6 as an isolated structure. The level of theory is ωB97M-V/def2-TZVPD.

The HOMO-LUMO gap comes out at 5.20 eV. The energy above the lowest of the compared OMol25 structures with the same formula, charge and spin comes out at 0.00 kcal per mole. The net charge is -2. As for the calculated total energy: -156298.19272 eV. As for the spin multiplicity: 1.

Last column: Löwdin charge in e.
CARTESIAN COORDINATES (ANGSTROEM)
Bi  0.366  -1.291  0.054  1.787
Br  0.088  -1.481  -8.072  0.613
C  0.290  -1.702  -6.182  -0.714
C  -0.022  -2.933  -5.593  -0.154
C  0.129  -3.096  -4.242  -0.010
C  0.602  -2.049  -3.383  -0.379
O  0.767  -2.275  -2.146  -0.251
C  0.895  -0.800  -4.025  -0.128
C  1.371  0.368  -3.315  -0.097
N  1.561  0.463  -2.059  0.068
C  1.893  1.705  -1.520  -0.221
C  1.213  2.853  -1.849  -0.028
C  1.466  4.071  -1.183  -0.080
C  2.389  4.137  -0.182  -0.054
C  3.114  2.976  0.185  -0.162
C  4.060  2.973  1.232  -0.034
C  4.715  1.820  1.543  -0.076
C  4.431  0.662  0.787  -0.159
N  3.570  0.621  -0.191  0.130
C  2.887  1.755  -0.488  -0.169
C  0.734  -0.660  -5.410  -0.117
H  -0.388  -3.747  -6.206  0.088
H  -0.120  -4.035  -3.764  0.111
H  1.579  1.236  -3.958  0.123
H  0.408  2.790  -2.570  0.113
H  0.875  4.942  -1.439  0.103
H  2.553  5.056  0.369  0.103
H  4.237  3.889  1.786  0.107
H  5.429  1.773  2.355  0.090
H  4.944  -0.268  1.017  0.100
H  0.966  0.295  -5.869  0.096
C  -1.278  -2.334  5.723  -0.053
N  -0.502  -1.495  4.837  -0.073
C  0.106  -0.356  5.267  -0.096
C  0.836  0.404  4.441  -0.007
C  0.954  0.001  3.039  -0.541
O  1.597  0.687  2.234  -0.049
N  0.320  -1.139  2.638  0.052
C  -0.381  -1.928  3.489  -0.523
O  -0.913  -2.989  3.201  0.025
H  -1.329  -1.854  6.701  0.074
H  -0.826  -3.322  5.822  0.086
H  -2.284  -2.475  5.329  0.089
H  -0.044  -0.109  6.312  0.110
H  1.309  1.318  4.764  0.096
O  -0.335  2.940  1.705  0.060
C  -1.211  3.450  0.832  -0.278
C  -1.638  4.764  1.059  -0.034
C  -2.520  5.381  0.193  -0.120
C  -2.997  4.705  -0.927  -0.117
C  -2.570  3.407  -1.154  -0.033
C  -1.688  2.761  -0.295  -0.068
C  -1.235  1.363  -0.654  -0.600
O  -1.442  0.921  -1.772  0.041
O  -0.600  0.757  0.299  -0.245
H  -0.115  2.017  1.432  0.069
H  -1.247  5.278  1.929  0.106
H  -2.836  6.399  0.390  0.087
H  -3.689  5.184  -1.608  0.084
H  -2.902  2.846  -2.020  0.114
Cl  0.715  -4.251  0.599  0.610
C  -0.998  -4.518  0.304  -0.584
C  -1.432  -5.825  0.353  -0.175
C  -2.768  -6.137  0.136  -0.162
C  -3.643  -5.083  -0.125  -0.179
C  -3.194  -3.786  -0.165  -0.613
Cl  -4.367  -2.530  -0.491  0.597
C  -1.827  -3.369  0.048  -0.544
N  -1.506  -2.096  0.017  -0.237
H  -0.710  -6.604  0.566  0.082
H  -3.116  -7.161  0.170  0.070
H  -4.695  -5.271  -0.301  0.080

---

[2]
This record from OMol25 describes one molecule with the formula C2H6N2S in a non-equilibrium geometry. The level of theory is ωB97M-V/def2-TZVPD.

The HOMO-LUMO gap comes out at 9.44 eV. Its SMILES is CS/C=N/N. The energy above the lowest of the compared OMol25 structures with the same formula, charge and spin comes out at 45.89 kcal per mole. As for the calculated total energy: -15984.80859 eV. As for the spin multiplicity: 1.

Last column: natural (NBO) charge in e.
CARTESIAN COORDINATES (ANGSTROEM)
C  1.302  0.021  -1.687  -0.783
S  1.689  0.677  -0.085  0.287
C  0.241  0.364  0.833  -0.125
N  -1.007  0.146  0.546  -0.318
N  -1.969  -0.042  1.629  -0.638
H  2.196  0.178  -2.398  0.242
H  1.033  -1.044  -1.582  0.231
H  0.402  0.605  -2.103  0.239
H  0.551  0.361  1.853  0.169
H  -1.638  -0.976  1.927  0.341
H  -2.800  -0.290  1.068  0.356

---

[3]
This record from OMol25 describes one molecule with the formula C17H29NO2 in a non-equilibrium geometry. The level of theory is ωB97M-V/def2-TZVPD.

The HOMO-LUMO gap comes out at 9.52 eV. Its SMILES is CCCCCCCCCCCNC(=O)c1ccoc1C. The energy above the lowest of the compared OMol25 structures with the same formula, charge and spin comes out at 1.29 kcal per mole. As for the calculated total energy: -23685.33797 eV. As for the spin multiplicity: 1.

Last column: natural (NBO) charge in e.
CARTESIAN COORDINATES (ANGSTROEM)
C  -7.881  -0.374  0.366  -0.598
C  -6.546  -1.071  0.131  -0.396
C  -5.623  -0.235  -0.752  -0.396
C  -4.324  -0.950  -1.125  -0.394
C  -3.418  -1.303  0.057  -0.400
C  -2.977  -0.116  0.915  -0.394
C  -2.240  0.994  0.163  -0.400
C  -0.925  0.522  -0.451  -0.420
C  -0.158  1.629  -1.176  -0.393
C  0.282  2.802  -0.296  -0.404
C  1.172  2.388  0.879  -0.232
N  2.360  1.693  0.447  -0.605
C  2.569  0.378  0.691  0.669
O  1.802  -0.290  1.366  -0.646
C  3.798  -0.171  0.092  -0.259
C  4.869  0.518  -0.556  -0.293
C  5.756  -0.435  -0.930  0.085
O  5.321  -1.658  -0.572  -0.398
C  4.139  -1.504  0.051  0.378
C  3.430  -2.707  0.550  -0.679
H  -8.525  -0.979  1.000  0.207
H  -8.394  -0.201  -0.578  0.199
H  -7.728  0.588  0.852  0.200
H  -6.721  -2.039  -0.345  0.193
H  -6.068  -1.256  1.095  0.194
H  -6.154  0.011  -1.676  0.199
H  -5.397  0.707  -0.248  0.193
H  -3.770  -0.322  -1.826  0.197
H  -4.573  -1.876  -1.650  0.200
H  -3.935  -2.016  0.703  0.201
H  -2.533  -1.812  -0.331  0.203
H  -2.319  -0.494  1.701  0.206
H  -3.852  0.317  1.405  0.195
H  -2.039  1.796  0.877  0.196
H  -2.882  1.407  -0.618  0.192
H  -1.134  -0.262  -1.183  0.200
H  -0.297  0.082  0.324  0.226
H  -0.781  2.026  -1.982  0.201
H  0.728  1.184  -1.636  0.201
H  0.828  3.515  -0.920  0.196
H  -0.591  3.319  0.102  0.208
H  1.462  3.280  1.446  0.194
H  0.640  1.707  1.545  0.233
H  2.980  2.185  -0.175  0.390
H  4.982  1.573  -0.708  0.218
H  6.699  -0.380  -1.438  0.205
H  2.524  -2.392  1.059  0.273
H  4.066  -3.258  1.241  0.228
H  3.178  -3.369  -0.278  0.226

---

[4]
This record from OMol25 describes one molecule with the formula CH3NO2 in a non-equilibrium geometry. The level of theory is ωB97M-V/def2-TZVPD.

The HOMO-LUMO gap (spin up / spin down) comes out at 9.59 / 8.58 eV. The energy above the lowest of the compared OMol25 structures with the same formula, charge and spin comes out at 180.76 kcal per mole. As for the calculated total energy: -6663.82557 eV. As for the spin multiplicity: 1.

Last column: natural (NBO) charge in e.
CARTESIAN COORDINATES (ANGSTROEM)
C  0.612  0.600  -0.132  -0.492
N  0.136  -0.751  -0.095  0.093
O  -1.772  -1.970  0.310  -0.323
O  -1.090  -0.741  0.080  0.046
H  1.042  0.954  -1.011  0.233
H  1.309  0.784  0.773  0.236
H  -0.237  1.124  0.077  0.207

---

[5]
This record from OMol25 describes C33H32ClN5O2Pt as an isolated structure in a non-equilibrium geometry. The level of theory is ωB97M-V/def2-TZVPD.

The HOMO-LUMO gap comes out at 5.70 eV. The net charge is +2. As for the calculated total energy: -62042.22681 eV. As for the spin multiplicity: 1.

Last column: Löwdin charge in e.
CARTESIAN COORDINATES (ANGSTROEM)
Pt  -0.366  -0.332  0.120  1.620
C  0.845  0.871  2.589  -0.031
N  -0.468  0.905  1.892  -0.259
C  -1.527  0.428  2.813  -0.031
C  -0.764  2.253  1.355  -0.190
C  -0.895  3.284  2.275  -0.020
C  -1.159  4.573  1.864  -0.050
C  -1.282  4.805  0.500  -0.041
C  -1.147  3.777  -0.417  0.009
C  -0.890  2.457  -0.022  -0.199
N  -0.760  1.348  -0.844  -0.099
C  -0.852  1.200  -2.223  -0.222
C  -1.129  2.194  -3.167  0.008
C  -1.171  1.924  -4.525  -0.040
C  -0.934  0.647  -5.011  -0.047
C  -0.665  -0.351  -4.096  -0.015
C  -0.633  -0.078  -2.737  -0.199
N  -0.333  -1.213  -1.833  -0.253
C  1.017  -1.793  -2.075  -0.017
C  -1.357  -2.280  -1.946  -0.030
H  0.779  1.448  3.512  0.110
H  1.612  1.293  1.956  0.092
H  1.099  -0.159  2.834  0.089
H  -1.491  0.990  3.745  0.109
H  -1.360  -0.623  3.046  0.089
H  -2.504  0.561  2.364  0.097
H  -0.780  3.076  3.332  0.119
H  -1.254  5.373  2.582  0.119
H  -1.483  5.801  0.132  0.123
H  -1.239  4.052  -1.450  0.087
H  -1.310  3.214  -2.885  0.087
H  -1.387  2.736  -5.205  0.122
H  -0.952  0.435  -6.070  0.119
H  -0.469  -1.357  -4.447  0.120
H  0.997  -2.389  -2.988  0.111
H  1.293  -2.439  -1.244  0.087
H  1.736  -0.993  -2.189  0.091
H  -1.265  -2.777  -2.911  0.109
H  -2.352  -1.857  -1.870  0.096
H  -1.199  -3.023  -1.165  0.091
C  1.063  -3.858  2.198  0.014
C  -0.127  -4.489  2.525  0.015
C  -1.332  -3.911  2.148  0.039
C  -1.322  -2.717  1.452  -0.207
N  -0.149  -2.117  1.142  -0.045
C  1.014  -2.664  1.501  -0.076
C  -2.539  -2.002  0.993  -0.210
C  -3.828  -2.458  1.198  0.044
C  -4.902  -1.712  0.732  0.019
C  -4.663  -0.517  0.069  0.017
C  -3.355  -0.108  -0.111  -0.068
N  -2.329  -0.834  0.338  -0.079
H  2.018  -4.281  2.476  0.132
H  -0.119  -5.424  3.069  0.136
H  -2.267  -4.391  2.397  0.126
H  1.902  -2.115  1.212  0.117
H  -3.993  -3.390  1.716  0.127
H  -5.915  -2.061  0.883  0.136
H  -5.473  0.091  -0.305  0.134
H  -3.105  0.814  -0.621  0.132
Cl  8.154  0.848  0.770  0.731
C  6.479  0.795  0.380  -0.655
C  5.580  0.275  1.303  -0.085
C  4.235  0.230  0.984  -0.026
C  3.785  0.701  -0.249  -0.135
C  4.698  1.232  -1.158  0.007
C  6.044  1.276  -0.848  -0.071
C  2.351  0.657  -0.646  -0.531
O  1.919  1.210  -1.627  0.104
O  1.606  -0.092  0.182  -0.258
H  5.938  -0.090  2.256  0.112
H  3.530  -0.167  1.702  0.097
H  4.338  1.610  -2.105  0.128
H  6.760  1.681  -1.549  0.117

---

[6]
This record from OMol25 describes C21H29BN2O2SbSeTl as an isolated structure in a non-equilibrium geometry. The level of theory is ωB97M-V/def2-TZVPD.

The HOMO-LUMO gap comes out at 6.86 eV. The energy above the lowest of the compared OMol25 structures with the same formula, charge and spin comes out at 9.88 kcal per mole. As for the calculated total energy: -106576.92416 eV. As for the spin multiplicity: 1.

Last column: natural (NBO) charge in e.
CARTESIAN COORDINATES (ANGSTROEM)
Tl  17.576  3.728  9.213  0.431
C  16.077  5.238  14.000  -0.415
N  17.517  5.241  14.266  -0.380
C  18.483  5.329  13.314  0.283
Se  18.285  5.594  11.494  -0.267
N  19.665  5.325  13.967  -0.538
C  19.469  5.333  15.341  0.101
C  20.331  5.418  16.395  -0.225
C  19.787  5.448  17.669  -0.205
C  18.406  5.362  17.854  -0.211
C  17.542  5.267  16.788  -0.238
C  18.100  5.265  15.525  0.173
H  15.943  5.253  12.919  0.260
H  15.618  6.104  14.461  0.211
H  15.639  4.339  14.426  0.210
H  20.525  5.466  13.477  0.436
H  21.407  5.482  16.248  0.225
H  20.465  5.519  18.511  0.222
H  18.018  5.369  18.863  0.222
H  16.476  5.224  16.903  0.224
C  23.473  5.591  9.032  -1.002
Sb  21.342  5.396  8.955  1.018
C  21.374  3.664  10.177  -1.003
C  21.357  4.349  7.094  -1.002
H  23.955  4.615  8.841  0.220
H  23.801  5.966  10.009  0.221
H  23.776  6.318  8.273  0.224
H  22.155  2.995  9.817  0.220
H  20.405  3.157  10.159  0.231
H  21.574  3.949  11.223  0.214
H  22.107  3.549  7.097  0.221
H  21.547  5.052  6.288  0.227
H  20.372  3.900  6.921  0.225
C  9.989  7.985  9.384  -0.595
C  10.100  6.768  8.460  -0.077
C  8.908  5.856  8.766  -0.607
C  10.026  7.205  6.986  -0.596
C  11.442  6.089  8.707  -0.007
C  11.477  4.802  9.214  -0.227
C  12.704  4.181  9.411  -0.241
C  13.815  4.890  9.114  0.204
O  15.095  4.455  9.220  -0.730
B  15.948  5.522  8.786  0.476
O  15.116  6.606  8.445  -0.690
C  13.804  6.185  8.628  0.304
C  12.605  6.813  8.388  -0.277
H  9.031  8.484  9.246  0.204
H  10.802  8.680  9.213  0.207
H  10.067  7.696  10.432  0.210
H  7.982  6.402  8.572  0.210
H  8.876  5.552  9.816  0.209
H  8.891  4.951  8.135  0.211
H  9.062  7.667  6.793  0.204
H  10.123  6.328  6.330  0.213
H  10.821  7.906  6.725  0.207
H  10.587  4.251  9.435  0.216
H  12.774  3.168  9.767  0.219
H  12.542  7.811  7.982  0.221